# 1
ORCA calculation (ωB97M-V with the def2-TZVPD basis set) on a molecular structure, C12H5F5N3O5S2SeTi.

2S+1: 2
E_HOMO (spin up / spin down) in eV: -2.201 / -2.722
Net charge: -2
Relative energy (zero: lowest compared OMol25 entry of this formula, charge and spin) in eV: 0.378
Strongest force on any atom in eV/Å: 0.106
Gap between HOMO and LUMO (spin up / spin down) in eV: 6.70 / 7.22

Geometry (Å):
Ti: -1.73412 -0.53256 -1.40633
S: -3.56267 -0.52115 3.08426
C: -3.14198 -0.61185 1.50839
N: -2.82669 -0.66059 0.38626
F: 4.94990 -1.78534 0.51343
C: 3.77091 -1.45115 -0.05047
C: 2.57677 -1.82429 0.53790
F: 2.59856 -2.51828 1.68821
C: 1.37231 -1.48133 -0.04338
F: 0.23553 -1.83929 0.56008
C: 1.29031 -0.75410 -1.24214
O: 0.16691 -0.43287 -1.79682
C: 2.52432 -0.38980 -1.80842
F: 2.54281 0.31044 -2.95122
C: 3.73166 -0.72930 -1.23000
F: 4.88542 -0.35772 -1.81550
O: -2.76603 -0.96452 -3.04229
Se: -2.60577 -2.66391 -2.98331
O: -4.04339 -3.37783 -2.87961
O: -1.79025 -2.62285 -1.51315
O: -1.68172 -3.19645 -4.18918
C: 0.30174 0.64136 2.45608
C: -0.29421 1.75458 1.64987
C: -0.33455 3.06246 2.12183
C: -0.90201 4.00339 1.28099
N: -1.42754 3.71390 0.10223
C: -1.37900 2.41632 -0.27103
S: -2.13284 1.93098 -1.74894
N: -0.78397 1.44648 0.45504
H: 0.51989 0.96860 3.47273
H: 1.22353 0.28609 1.99158
H: -0.39650 -0.19438 2.49237
H: 0.05703 3.32468 3.09522
H: -0.94435 5.05029 1.57533

***

# 2
ORCA calculation (ωB97M-V with the def2-TZVPD basis set) on a molecular structure, C12H6BF4HgN4S in a non-equilibrium geometry.

2S+1: 2
E_HOMO (spin up / spin down) in eV: -5.262 / -8.522
Relative energy (zero: lowest compared OMol25 entry of this formula, charge and spin) in eV: 2.158
Strongest force on any atom in eV/Å: 9.364
Gap between HOMO and LUMO (spin up / spin down) in eV: 3.93 / 7.71

Geometry (Å):
Hg: -1.35241 -1.27108 0.98659
S: 3.89761 2.81888 -2.89646
N: 2.78866 3.37952 -1.91739
C: 2.09163 2.37346 -1.50481
C: 0.96043 2.23541 -0.50717
C: 0.49629 3.57411 0.09963
C: -0.56298 3.50168 1.01932
C: -1.30096 2.30085 1.27684
N: -0.74936 1.13722 0.54619
C: 0.28929 1.13111 -0.21960
C: 0.86706 -0.09669 -0.68473
N: 0.17385 -1.18246 -0.44026
C: 0.46353 -2.35531 -1.08408
C: 1.60956 -2.45007 -1.86555
C: 2.35689 -1.33897 -2.05890
C: 1.78648 -0.10885 -1.59500
C: 2.62364 1.09884 -1.95264
N: 3.66565 1.25419 -2.60423
H: 0.95235 4.28276 0.74877
H: -0.45352 4.24240 1.87911
H: -2.08390 1.82835 1.92882
H: 0.08252 -3.08043 -0.58312
H: 1.73020 -3.36585 -2.00569
H: 3.12813 -1.48919 -2.79457
F: -4.03301 -4.05099 2.80841
B: -5.18249 -4.11832 3.52129
F: -5.82250 -5.25660 3.40006
F: -5.46884 -3.32475 4.53232
F: -2.95379 -1.66922 1.96687

***

# 3
ORCA calculation (ωB97M-V with the def2-TZVPD basis set) on a molecular structure, C12H6N4O8SV in a non-equilibrium geometry.

2S+1: 2
E_HOMO (spin up / spin down) in eV: -16.481 / -16.482
Net charge: +2
Relative energy (zero: lowest compared OMol25 entry of this formula, charge and spin) in eV: 0.000
Strongest force on any atom in eV/Å: 1.122
Gap between HOMO and LUMO (spin up / spin down) in eV: 6.66 / 7.19

Geometry (Å):
V: -0.16389 1.97727 0.95310
O: -0.24926 3.56527 -2.61301
C: -0.17250 2.64934 -1.90077
O: 0.02684 2.93566 -0.43278
C: -0.20491 1.19559 -2.17367
C: -0.10233 0.82616 -3.51569
C: -0.12524 -0.51695 -3.84434
C: -0.24237 -1.51906 -2.89943
C: -0.33704 -1.14536 -1.56839
C: -0.35021 0.19698 -1.21125
O: -0.54391 0.50626 0.11297
N: -0.39809 -2.21025 -0.54095
O: 0.04970 -1.94668 0.56750
O: -0.91580 -3.24304 -0.86548
N: -0.00967 -0.90098 -5.27770
O: 0.06035 0.01138 -6.06627
O: -0.14295 -2.07564 -5.52407
H: -0.00314 1.57242 -4.29369
H: -0.25580 -2.56057 -3.19364
O: -1.32778 3.96266 3.29675
C: -0.96193 3.29895 2.48386
S: 1.97540 1.65379 1.84250
C: 1.15841 0.46346 2.78722
N: 1.78510 -0.51241 3.47370
C: 1.09816 -1.46846 4.13635
C: -0.27240 -1.45399 4.10464
C: -0.88300 -0.43630 3.37563
N: -0.17471 0.50558 2.75702
H: 2.80112 -0.53772 3.47278
H: 1.69258 -2.20746 4.65726
H: -0.84983 -2.21099 4.61298
H: -1.96089 -0.37491 3.28685

***

# 4
ORCA calculation (ωB97M-V with the def2-TZVPD basis set) on a molecular structure, C12H6NO5Re in a non-equilibrium geometry.

2S+1: 4
E_HOMO (spin up / spin down) in eV: -20.210 / -20.212
Net charge: +3
Relative energy (zero: lowest compared OMol25 entry of this formula, charge and spin) in eV: 5.983
Strongest force on any atom in eV/Å: 8.776
Gap between HOMO and LUMO (spin up / spin down) in eV: 4.76 / 4.07

Geometry (Å):
O: -0.20549 0.57779 -4.45652
C: -0.23808 -0.42959 -3.91744
Re: 0.12675 0.68837 0.94294
O: 0.36086 2.75978 3.23477
C: 0.28022 2.02161 2.32615
C: -0.24875 -3.02107 -0.97707
O: -0.40650 -4.04018 -1.46651
C: 1.75153 -0.02206 0.13735
O: 2.64005 -0.53804 -0.40634
C: -1.64293 0.24471 0.25971
O: -2.64567 -0.11530 -0.20605
H: 0.16738 1.87040 -0.02559
N: -0.05596 -1.45781 1.46304
C: 0.00592 -1.26632 2.64973
C: 0.05033 -1.47121 4.03712
C: -0.16277 -2.75836 4.54677
C: -0.13787 -2.97339 5.92432
C: 0.10451 -1.93046 6.82189
C: 0.33395 -0.65748 6.30394
C: 0.32211 -0.42589 4.93722
H: -0.35128 -3.56566 3.84082
H: -0.31980 -3.97506 6.30094
H: 0.11351 -2.11060 7.90075
H: 0.52287 0.17881 6.97218
H: 0.51941 0.57533 4.56617

***

# 5
ORCA calculation (ωB97M-V with the def2-TZVPD basis set) on a molecular structure, C12H7BrMnN2O4.

2S+1: 5
E_HOMO (spin up / spin down) in eV: -13.608 / -13.598
Net charge: +1
Strongest force on any atom in eV/Å: 0.878
Gap between HOMO and LUMO (spin up / spin down) in eV: 7.82 / 8.89

Geometry (Å):
Mn: 1.04174 -0.00182 0.74529
Br: -2.02720 -1.81570 1.11351
C: -0.71607 -2.50832 -0.03449
C: -0.92522 -3.69617 -0.71047
C: 0.06794 -4.15351 -1.55925
C: 1.22976 -3.41167 -1.73347
C: 1.35216 -2.24357 -1.03205
N: 0.40229 -1.80482 -0.17940
C: 2.52784 -1.31846 -1.17628
O: 3.49838 -1.56360 -1.81025
O: 2.30592 -0.15809 -0.51383
H: -1.84795 -4.23928 -0.57085
H: -0.07034 -5.08473 -2.09358
H: 2.02639 -3.71690 -2.39725
O: -0.49788 1.59919 3.90184
C: -0.20738 1.33758 2.78355
O: 0.38393 0.18074 2.38959
C: -0.47989 2.22529 1.59984
C: -1.20895 3.38387 1.68506
C: -1.42816 4.10774 0.51900
C: -0.90971 3.64245 -0.67915
C: -0.17157 2.47604 -0.68456
N: 0.03620 1.78377 0.43818
H: -1.58812 3.69096 2.65056
H: -1.99795 5.02724 0.54642
H: -1.06694 4.17444 -1.60681
H: 0.27078 2.08735 -1.59114

***

# 6
ORCA calculation (ωB97M-V with the def2-TZVPD basis set) on a molecular structure, C12H7IrN2O5 in a non-equilibrium geometry.

2S+1: 6
E_HOMO (spin up / spin down) in eV: -17.467 / -20.090
Net charge: +3
Relative energy (zero: lowest compared OMol25 entry of this formula, charge and spin) in eV: 2.940
Strongest force on any atom in eV/Å: 9.502
Gap between HOMO and LUMO (spin up / spin down) in eV: 5.03 / 3.08

Geometry (Å):
O: -3.47312 4.92323 2.61973
C: -3.07577 4.50638 1.63444
Ir: -0.79917 1.29375 -1.48016
O: -2.08182 0.29376 1.18262
C: -1.85099 0.83787 0.16532
C: -1.65842 -0.08612 -2.53233
O: -2.40622 -0.89486 -2.85182
C: 1.23670 -0.24975 -3.88354
O: 1.98792 -0.02723 -4.72596
C: -1.06785 2.87181 -2.44537
O: -1.59508 3.83728 -2.87828
H: -1.62150 1.91803 -0.39845
N: 2.37313 0.25965 1.21523
C: 1.84825 0.98133 0.18148
N: 0.77613 0.38415 -0.32809
C: 0.62313 -0.82799 0.35134
C: -0.36314 -1.78618 0.31000
C: -0.20378 -2.89989 1.08453
C: 0.88910 -3.12405 1.90356
C: 1.79534 -2.06911 2.04180
C: 1.59858 -0.89854 1.33997
H: 3.26259 0.35888 1.77367
H: 2.28136 1.93363 -0.01013
H: -1.07103 -1.73383 -0.51212
H: -0.88276 -3.70438 0.90608
H: 0.91410 -3.99771 2.54192
H: 2.56433 -2.10013 2.79456